Below is a molecular structure, C50H56Cl4F6N8NiO4, with properties calculated with ωB97M-V/def2-TZVPD.

Element x y z (Å)
1 Ni 16.64395 11.30851 11.95655
2 C 14.51816 12.74445 11.08972
3 O 14.31072 11.68214 12.04739
4 O 15.83729 12.92086 11.03199
5 C 13.81969 12.35434 9.79423
6 F 12.50560 12.50306 9.88624
7 F 14.24198 13.14846 8.79831
8 F 14.04037 11.10360 9.41420
9 C 13.04120 11.51404 12.66812
10 C 13.26646 10.43753 13.68459
11 H 13.31543 9.47643 13.18976
12 H 14.10157 10.65323 14.34722
13 H 12.43782 10.40477 14.40975
14 H 12.34289 11.15888 11.90225
15 H 12.66951 12.44281 13.11244
16 H 14.06357 13.66906 11.48748
17 C 16.04283 8.79473 11.34481
18 O 16.11664 9.87279 10.40696
19 O 16.28932 9.35416 12.51613
20 C 14.73192 8.01896 11.18098
21 F 14.09054 7.88999 12.36874
22 F 13.85427 8.60496 10.32339
23 F 14.98045 6.77553 10.73950
24 C 16.33259 9.53731 9.05008
25 C 16.70319 10.79206 8.28092
26 H 16.87592 10.58517 7.22666
27 H 15.87426 11.50589 8.31762
28 H 17.55260 11.28735 8.75152
29 H 15.44365 9.04358 8.64363
30 H 17.15705 8.81405 8.93029
31 H 16.83940 8.06488 11.09358
32 N 9.91876 6.86518 12.59561
33 C 10.88697 7.53375 11.99131
34 C 10.89504 8.90548 11.79591
35 C 9.77153 9.62047 12.16403
36 C 8.72483 8.92517 12.75869
37 C 8.82117 7.56189 12.90648
38 H 11.76522 6.99064 11.65150
39 H 11.76422 9.38780 11.36722
40 H 9.73490 10.70448 12.14338
41 H 7.82675 9.43740 13.08103
42 H 8.10457 6.98293 13.47844
43 N 16.88243 12.03583 13.87434
44 C 16.84938 13.32660 14.12518
45 C 16.91105 13.89853 15.38340
46 C 16.87634 13.03006 16.45370
47 C 16.91929 11.66089 16.21277
48 C 16.86852 11.20738 14.92610
49 H 16.86092 13.97609 13.25178
50 H 16.86152 14.97187 15.46981
51 H 16.82979 13.33645 17.49357
52 H 16.85420 10.97427 17.04518
53 H 16.89968 10.14038 14.72372
54 N 18.63996 11.32615 11.42936
55 C 19.16062 12.50606 11.09799
56 C 20.46417 12.65600 10.64974
57 C 21.22628 11.54066 10.38500
58 C 20.70040 10.31639 10.79980
59 C 19.40714 10.25962 11.25295
60 H 18.51956 13.38340 11.12113
61 H 20.84416 13.64912 10.44709
62 H 22.26207 11.58935 10.07854
63 H 21.29257 9.41474 10.73150
64 H 19.00131 9.31077 11.58709
65 N 20.37479 11.77177 5.20615
66 C 19.91628 11.25879 6.31946
67 C 20.28225 10.00098 6.77113
68 C 21.09488 9.22539 5.98769
69 C 21.51923 9.73620 4.79290
70 C 21.16330 11.03720 4.47123
71 H 19.25953 11.94907 6.82964
72 H 19.95283 9.65601 7.74460
73 H 21.35657 8.21077 6.26383
74 H 22.13716 9.18758 4.09306
75 H 21.52816 11.41362 3.52195
76 N 19.51567 3.81991 13.38957
77 C 18.78748 4.29684 12.37949
78 C 17.58505 4.97910 12.54178
79 C 17.15427 5.25380 13.82963
80 C 17.94297 4.82452 14.88876
81 C 19.07845 4.06997 14.61849
82 H 19.12489 4.04505 11.37779
83 H 17.02904 5.25960 11.65548
84 H 16.18139 5.69857 14.00519
85 H 17.62258 5.06251 15.89578
86 H 19.66909 3.75223 15.47615
87 N 18.79110 14.50914 7.91654
88 C 17.53075 14.26392 7.60733
89 C 17.01997 14.48389 6.33997
90 C 17.86479 15.00720 5.38219
91 C 19.15355 15.33741 5.71675
92 C 19.57325 15.03753 6.99284
93 H 16.92752 13.84394 8.40700
94 H 15.96858 14.37884 6.10903
95 H 17.46526 15.18056 4.38910
96 H 19.83501 15.71750 4.96871
97 H 20.59038 15.24749 7.30434
98 N 16.14497 7.91093 16.13411
99 C 16.18963 7.74340 17.44548
100 C 15.06992 7.62512 18.25285
101 C 13.83328 7.70692 17.65899
102 C 13.72879 7.91039 16.29729
103 C 14.93216 7.95090 15.59875
104 H 17.19347 7.66586 17.85442
105 H 15.16039 7.50004 19.32279
106 H 12.91296 7.64057 18.23121
107 H 12.78424 7.94769 15.77897
108 H 14.93524 8.22185 14.53941
109 N 11.70585 7.67493 6.72882
110 C 10.86928 7.96743 5.72373
111 C 9.76837 8.77617 5.86604
112 C 9.49883 9.32645 7.11167
113 C 10.31308 8.99044 8.17453
114 C 11.40627 8.16742 7.91153
115 H 11.19161 7.57142 4.76764
116 H 9.17415 9.10214 5.02039
117 H 8.59724 9.90576 7.28231
118 H 10.13970 9.29500 9.19621
119 H 12.07575 7.90834 8.72618
120 C 14.94770 6.24157 6.28643
121 Cl 16.33318 6.48022 7.35989
122 Cl 15.18167 5.00461 5.06661
123 H 14.08704 6.03735 6.91121
124 H 14.74296 7.18865 5.80073
125 C 16.19283 9.54232 4.59793
126 Cl 16.78886 11.07570 3.98217
127 Cl 17.42710 8.25832 4.58509
128 H 15.90814 9.66337 5.63259
129 H 15.36921 9.21029 3.98470

Calculated values
M = 1147.54 g mol⁻¹
Orbital gap (alpha / beta) = 9.06 / 8.98 eV
Energy relative to the best compared isomer or geometry (same formula, charge and spin) = 0.00 kcal per mole
Maximum force = 0.038 Eh/bohr
Electronic energy = -180307.02441 eV
Expectation value of S² = 2.004
LUMO (alpha / beta) = 0.0099 / 0.0102 hartree
Multiplicity = 3

Below is a molecular structure, C50H56ClN3NaO4P3S4, with properties calculated with ωB97M-V/def2-TZVPD.

Element x y z (Å)
1 Na -1.56755 1.32277 -0.25770
2 S 0.06475 2.51587 1.42419
3 S -1.11507 3.97812 2.30433
4 S -1.05031 5.72736 1.20044
5 S -2.23453 5.62407 -0.46837
6 C 2.26956 -2.28735 6.26825
7 C 2.22441 -2.87643 4.84531
8 C 2.77235 -4.31886 4.86957
9 C 3.08738 -2.03328 3.92665
10 C 4.44654 -1.91168 4.19699
11 C 5.27920 -1.16266 3.39282
12 C 4.73995 -0.49723 2.30295
13 C 3.38591 -0.56916 2.00060
14 P 2.65409 0.38604 0.58550
15 C 3.87814 1.78494 0.54179
16 C 3.77128 2.72417 1.57478
17 C 4.65577 3.78662 1.66505
18 C 5.65889 3.94627 0.71499
19 C 5.76949 3.02941 -0.31798
20 C 4.88960 1.95216 -0.40029
21 C 3.23760 -0.65023 -0.82350
22 C 2.94027 -0.17639 -2.10688
23 C 3.32784 -0.88246 -3.23355
24 C 3.98798 -2.09770 -3.09839
25 C 4.24759 -2.60120 -1.83302
26 C 3.87778 -1.88111 -0.70133
27 C 2.57173 -1.36408 2.81890
28 O 1.25663 -1.45375 2.45842
29 C 0.37105 -2.18156 3.22033
30 C -0.96361 -2.20026 2.80155
31 C -1.85638 -2.97987 3.52939
32 C -1.47039 -3.69534 4.64722
33 C -0.15376 -3.63080 5.05415
34 C 0.78718 -2.88712 4.35261
35 P -1.65208 -1.20742 1.34666
36 C -2.46829 -2.64281 0.51740
37 C -1.66855 -3.76515 0.28164
38 C -2.14685 -4.85114 -0.43445
39 C -3.44373 -4.83983 -0.93582
40 C -4.23771 -3.72105 -0.73965
41 C -3.74947 -2.62679 -0.03168
42 C -2.97365 -0.38955 2.36039
43 C -4.29823 -0.79830 2.51682
44 C -5.15461 -0.11592 3.37402
45 C -4.70305 0.98736 4.08336
46 C -3.38450 1.39909 3.94051
47 C -2.52671 0.71305 3.09205
48 H 3.29211 -2.27847 6.65321
49 H 1.65306 -2.87538 6.95100
50 H 1.89521 -1.26229 6.26369
51 H 3.80573 -4.33835 5.22209
52 H 2.74299 -4.74990 3.86680
53 H 2.17798 -4.95087 5.53072
54 H 4.86115 -2.42303 5.05768
55 H 6.33779 -1.08807 3.61455
56 H 5.38560 0.09871 1.67359
57 H 2.95848 2.63020 2.29017
58 H 4.54866 4.50341 2.47039
59 H 6.33784 4.78850 0.77319
60 H 6.54158 3.14526 -1.06953
61 H 5.01144 1.23956 -1.20463
62 H 2.39087 0.75424 -2.21170
63 H 3.09112 -0.49724 -4.21805
64 H 4.28504 -2.65557 -3.97740
65 H 4.73662 -3.56195 -1.72184
66 H 4.09462 -2.27986 0.28316
67 H -2.88844 -3.01629 3.20569
68 H -2.18852 -4.29167 5.19767
69 H 0.15585 -4.17483 5.93895
70 H -0.64974 -3.78046 0.65304
71 H -1.49746 -5.69873 -0.62076
72 H -3.82027 -5.68456 -1.50039
73 H -5.23363 -3.67751 -1.16484
74 H -4.35388 -1.73195 0.01988
75 H -4.68094 -1.65814 1.98851
76 H -6.18467 -0.43932 3.46742
77 H -5.37866 1.52936 4.73378
78 H -3.02062 2.27576 4.46111
79 H -1.50874 1.06962 2.95773
80 O -0.18098 -1.79140 -2.04424
81 H -0.93871 -1.27334 -1.69000
82 H 0.53122 -1.64860 -1.41167
83 N -5.02540 1.99385 0.43194
84 N -3.70059 2.61766 0.37503
85 H -4.93531 1.28318 1.14829
86 H -5.06720 1.44344 -0.42266
87 H -3.78683 3.43650 -0.21938
88 H -3.52660 3.03533 1.28500
89 C -0.41067 4.67958 -3.42704
90 P 0.64517 3.50803 -2.47781
91 C 1.96104 3.23682 -3.76264
92 C 1.52491 4.73272 -1.43283
93 H 0.18950 5.52521 -3.77670
94 H -1.19390 5.05163 -2.75888
95 H -0.86428 4.17890 -4.28586
96 H 2.24482 4.18536 -4.23079
97 H 1.59708 2.55509 -4.53780
98 H 2.84569 2.79519 -3.29691
99 H 1.92561 5.55007 -2.04385
100 H 2.33162 4.25028 -0.88438
101 H 0.81918 5.13422 -0.69780
102 Cl -4.53950 -2.02208 -4.08601
103 C -3.11916 -1.57435 -3.09488
104 C -3.38478 -0.48575 -2.04795
105 O -4.49424 0.02476 -1.94376
106 O -2.35286 -0.25709 -1.31287
107 H -2.33743 -1.24309 -3.77246
108 H -2.77364 -2.47174 -2.58641
109 N -1.84856 1.58532 -3.73048
110 C -2.13097 1.40563 -5.06061
111 C -1.38304 0.50035 -5.82791
112 C -1.62652 0.35769 -7.18434
113 C -2.61114 1.10747 -7.81750
114 C -3.35540 2.00470 -7.05773
115 C -3.12629 2.15645 -5.70120
116 H -2.51841 2.06220 -3.14901
117 H -1.31812 0.87077 -3.25938
118 H -0.61305 -0.09072 -5.34019
119 H -1.03799 -0.35218 -7.75433
120 H -2.79966 0.99010 -8.87753
121 H -4.13145 2.59605 -7.53009
122 H -3.71522 2.85474 -5.11626

Calculated values
M = 1042.65 g mol⁻¹
Orbital gap = 4.24 eV
Energy relative to the best compared isomer or geometry (same formula, charge and spin) = 12.44 kcal per mole
Maximum force = 0.027 Eh/bohr
Electronic energy = -153571.70593 eV
LUMO = 0.1256 hartree
Multiplicity = 1
Net charge = -2

Q: maximum force of number 1 (C50H56Cl4F6N8NiO4)?
A: 0.038 Eh/bohr

Q: Which of these has the lowest maximum force?
A: C50H56ClN3NaO4P3S4

Q: Which of these has the lowest maximum force?
A: C50H56ClN3NaO4P3S4